Entry from OMol25: C25H38ClN2O17S as an isolated structure in a non-equilibrium geometry (ωB97M-V/def2-TZVPD).

Last column: Mulliken charge in e.
Atoms and positions in Å:
O -2.679 -2.313 3.189  -0.737
C -3.286 -2.605 2.130  0.165
O -4.475 -2.923 1.982  -0.711
C -2.413 -2.502 0.863  0.754
C -1.892 -1.295 0.532  -1.110
C -1.057 -1.154 -0.628  -0.551
C -0.750 -2.209 -1.423  -0.159
C 0.159 -2.114 -2.643  0.049
C 1.390 -1.221 -2.342  -0.870
C 2.667 -1.852 -2.884  -0.597
Cl 4.075 -0.860 -2.338  -0.245
C -1.309 -3.486 -1.111  0.453
N -1.115 -4.603 -1.806  -0.374
S -1.999 -5.736 -1.041  0.097
N -2.598 -4.887 0.180  -0.604
C -2.157 -3.637 0.044  0.648
H -2.064 -0.412 1.130  0.450
H -0.651 -0.184 -0.892  0.427
H 0.533 -3.117 -2.847  0.246
H -0.393 -1.745 -3.505  0.064
H 1.224 -0.231 -2.769  0.312
H 1.545 -1.104 -1.273  0.577
H 2.668 -1.956 -3.964  0.285
H 2.792 -2.804 -2.377  0.393
C -1.239 0.274 4.145  -0.361
O -0.980 1.416 3.299  -0.277
C -0.244 2.364 3.842  0.731
O 0.224 2.367 4.956  -0.511
O -0.094 3.346 2.943  -0.288
C 0.688 4.446 3.405  -0.702
H -1.850 -0.427 3.578  -0.018
H -0.306 -0.217 4.417  0.294
H -1.784 0.577 5.037  0.299
H 1.700 4.126 3.651  0.350
H 0.218 4.918 4.267  0.289
H 0.736 5.173 2.597  0.216
C 3.751 -8.005 -5.824  -0.781
O 2.480 -7.365 -5.708  -0.421
C 1.831 -7.636 -4.561  0.664
O 2.242 -8.339 -3.678  -0.574
O 0.672 -6.994 -4.591  -0.184
C -0.139 -7.157 -3.420  -0.707
H 4.166 -7.704 -6.783  0.287
H 4.419 -7.680 -5.029  0.298
H 3.640 -9.087 -5.808  0.296
H 0.373 -6.758 -2.549  0.337
H -0.395 -8.205 -3.269  0.334
H -1.047 -6.588 -3.585  0.270
C -2.571 5.998 1.164  -0.454
O -2.330 7.120 0.306  -0.325
C -1.586 8.076 0.854  0.814
O -1.121 8.066 1.963  -0.543
O -1.441 9.055 -0.044  -0.333
C -0.656 10.154 0.416  -0.627
H -3.183 5.293 0.609  0.237
H -1.636 5.513 1.436  0.136
H -3.115 6.305 2.055  0.292
H 0.355 9.831 0.657  0.294
H -1.119 10.622 1.282  0.290
H -0.615 10.872 -0.399  0.216
C 0.774 3.286 7.319  -0.486
O 1.428 3.903 8.449  -0.311
C 0.842 5.004 8.891  0.755
O -0.153 5.515 8.446  -0.546
O 1.550 5.467 9.932  -0.333
C 1.023 6.660 10.506  -0.632
H 1.348 2.407 7.059  0.290
H -0.237 2.985 7.585  0.314
H 0.761 3.963 6.478  0.163
H 0.018 6.492 10.891  0.288
H 1.017 7.469 9.778  0.291
H 1.679 6.928 11.330  0.212
C -0.464 -1.045 -6.583  -0.765
O 0.248 -2.218 -6.193  -0.188
C 0.139 -3.238 -7.050  0.685
O -0.488 -3.227 -8.078  -0.577
O 0.839 -4.256 -6.566  -0.212
C 0.825 -5.441 -7.371  -0.296
H -0.292 -0.302 -5.808  0.189
H -0.088 -0.664 -7.531  0.358
H -1.531 -1.247 -6.653  0.348
H 1.257 -5.242 -8.352  0.370
H -0.190 -5.822 -7.477  0.307
H 1.433 -6.176 -6.843  -0.023

Forces on atoms 1 to 6 (eV/Å):
O 0.126 0.054 -0.159
C -0.193 -0.027 0.490
O 0.181 -0.027 -0.393
C -0.937 -0.007 1.183
C 0.656 -0.099 -0.933
C -0.273 -0.241 0.156

Properties
charge = -1


Entry from OMol25: an isolated ion of composition H4N2O4PS and charge -1 in a non-equilibrium geometry (ωB97M-V/def2-TZVPD).

Last column: Mulliken charge in e.
Atoms and positions in Å:
N 0.263 0.445 0.560  -0.597
P -0.095 -1.211 0.449  0.247
O 1.330 -1.672 -0.255  -0.509
N -1.152 -1.095 -0.905  -0.521
S -2.774 -0.128 0.073  0.998
O -2.938 -0.618 1.423  -0.554
O -2.328 1.242 0.081  -0.653
O -3.809 -0.444 -0.855  -0.569
H 0.670 0.756 1.408  0.200
H -0.544 1.140 0.565  0.358
H 1.908 -0.922 -0.713  0.306
H -1.001 -0.363 -1.640  0.296

Forces on atoms 1 to 6 (eV/Å):
N -0.734 2.526 0.156
P -0.129 0.186 -1.551
O 2.285 1.600 -1.204
N -2.228 1.221 1.725
S 1.045 -1.057 -0.515
O 0.411 -0.802 -0.261

Properties
SMILES string = NP(O)NS(=O)(=O)[O-]
charge = -1
energy above the lowest of the compared OMol25 structures with the same formula, charge and spin = 97.22 kJ/mol


Entry from OMol25: one molecule with the formula C7H4ClF5OS in a non-equilibrium geometry (ωB97M-V/def2-TZVPD).

Last column: Mulliken charge in e.
Atoms and positions in Å:
C 0.230 -1.342 1.880  0.092
C -0.532 -2.226 1.227  -0.099
C -0.002 -0.206 -2.190  -0.478
C -0.968 0.954 -2.301  -0.387
C -0.083 0.087 1.996  0.955
C 0.514 0.976 -0.245  -0.185
C 0.947 1.005 1.190  0.943
O 0.694 -0.189 -0.908  -0.300
F 1.352 -1.787 2.561  -0.268
F -1.292 0.230 1.401  -0.296
F -0.340 0.632 3.159  -0.322
F 0.893 2.269 1.681  -0.317
F 2.243 0.599 1.439  -0.279
S -0.479 2.133 -0.994  -0.122
Cl -0.275 -3.831 0.917  -0.082
H -0.449 -1.240 -2.460  0.294
H 0.713 -0.126 -3.104  0.214
H -1.132 1.555 -3.205  0.419
H -2.033 0.507 -2.047  0.218

Forces on atoms 1 to 6 (eV/Å):
C 0.348 -2.578 0.851
C 1.160 0.803 0.674
C 1.563 -1.144 -2.971
C -3.437 -0.738 1.715
C -0.077 1.469 -1.560
C 1.353 0.236 0.362

Properties
charge = 0
energy above the lowest of the compared OMol25 structures with the same formula, charge and spin = 133.39 kJ/mol


Entry from OMol25: C31H30FeN as an isolated structure in a non-equilibrium geometry (ωB97M-V/def2-TZVPD).

Last column: Mulliken charge in e.
Atoms and positions in Å:
C 1.227 6.287 -1.125  -2.730
N 0.925 4.985 -1.704  4.475
C 1.387 4.727 -3.068  -2.943
C 0.191 4.069 -1.000  1.045
C -0.276 4.371 0.325  -0.969
C -1.033 3.460 1.013  -1.918
C -1.381 2.205 0.439  2.163
C -2.137 1.315 1.274  -0.924
C -2.709 0.073 0.992  -0.139
C -3.683 -0.573 1.830  -0.792
C -4.134 -1.753 1.192  -0.653
C -3.397 -1.943 -0.006  -1.288
C -2.349 -0.921 -0.133  0.835
C -1.017 1.953 -0.919  -1.510
C -0.213 2.839 -1.601  -0.188
H 1.591 6.162 -0.088  0.089
H 2.008 6.763 -1.739  0.550
H 0.327 6.934 -1.117  0.512
H 0.528 4.521 -3.748  0.407
H 1.907 5.643 -3.415  0.260
H 2.093 3.870 -3.101  0.577
H -0.034 5.357 0.757  -0.058
H -1.315 3.672 2.046  0.303
H -2.357 1.700 2.285  0.080
H -4.029 -0.132 2.788  0.391
H -4.914 -2.423 1.603  0.348
H -3.569 -2.687 -0.774  0.557
H -2.082 -0.541 -1.145  0.768
H -1.354 1.038 -1.411  0.453
H 0.087 2.616 -2.643  -0.311
C 2.313 -0.800 3.109  -0.872
C 2.276 -0.444 1.689  -0.424
C 2.840 -1.577 0.939  -0.450
C 3.231 -2.591 1.898  -0.591
C 2.902 -2.117 3.226  -0.577
Fe 1.314 -2.139 2.080  -0.452
C 0.591 -3.930 2.509  -0.901
C -0.043 -2.920 3.318  -1.171
C -0.640 -1.941 2.427  -0.132
C -0.366 -2.310 1.055  0.816
C -0.658 -1.400 -0.085  1.340
C -0.136 -1.935 -1.406  0.395
C 0.400 -1.062 -2.373  -0.060
C 0.614 -1.513 -3.698  -0.787
C 0.370 -2.868 -4.031  -0.471
C -0.184 -3.735 -3.067  -0.939
C -0.443 -3.252 -1.766  -0.682
C 0.362 -3.562 1.100  -0.655
H 2.086 -0.127 3.935  0.446
H 2.108 0.558 1.291  0.610
H 3.110 -1.555 -0.106  0.576
H 3.729 -3.538 1.657  0.426
H 3.111 -2.641 4.166  0.433
H 1.045 -4.854 2.824  0.506
H -0.157 -2.947 4.390  0.487
H -1.257 -1.097 2.755  0.607
H -0.289 -0.377 0.106  -0.192
H 0.624 -0.014 -2.119  0.238
H 0.987 -0.811 -4.471  0.353
H 0.520 -3.204 -5.079  0.344
H -0.420 -4.784 -3.306  0.347
H -0.912 -3.910 -1.043  0.480
H 0.683 -4.186 0.269  0.564

Forces on atoms 1 to 6 (eV/Å):
C 0.106 0.119 0.070
N -0.159 -0.262 0.209
C -0.024 0.125 -0.169
C 0.145 0.396 -0.770
C -0.297 -0.015 0.386
C 1.125 1.346 -0.109

Properties
charge = -1
2S+1 = 5


Entry from OMol25: a 6-piece molecular cluster, C28H62O16P overall (ωB97M-V/def2-TZVPD).

Last column: Mulliken charge in e.
Atoms and positions in Å:
C -0.605 4.519 -4.270  -1.261
P -1.401 2.799 -3.999  0.148
O -0.322 2.500 -2.590  0.181
C 0.958 1.984 -2.790  -1.462
C 0.991 0.446 -2.968  2.436
C 1.832 -0.226 -1.872  -1.765
C 1.480 -0.019 -4.350  -1.654
C 0.845 -1.294 -4.944  1.131
C 1.188 -1.370 -6.429  -1.704
C -0.671 -1.365 -4.742  -1.270
H -1.290 5.121 -4.880  0.386
H -0.414 5.033 -3.323  0.155
H 0.343 4.422 -4.816  0.389
H -0.443 2.192 -4.948  -0.207
H -2.000 1.473 -3.772  -0.233
H -2.330 3.394 -3.028  -0.225
H -2.345 3.015 -5.090  0.030
H 1.447 2.456 -3.661  0.413
H 1.556 2.256 -1.905  0.188
H -0.050 0.147 -2.826  -0.704
H 1.321 -0.215 -0.903  0.350
H 2.786 0.302 -1.747  0.428
H 2.056 -1.270 -2.112  0.343
H 2.564 -0.200 -4.278  0.407
H 1.350 0.796 -5.071  0.458
H 1.306 -2.166 -4.457  0.184
H 2.269 -1.438 -6.584  0.378
H 0.832 -0.473 -6.947  0.359
H 0.717 -2.238 -6.901  0.440
H -1.135 -0.409 -5.007  0.158
H -1.101 -2.151 -5.371  0.447
H -0.953 -1.582 -3.710  0.247
C -1.825 0.503 -0.132  -0.463
C -3.208 0.415 -0.726  -0.178
O -3.502 -0.929 -1.180  -0.416
C -3.845 -1.787 -0.243  0.810
O -3.977 -1.570 0.938  -0.605
O -4.023 -2.988 -0.813  -0.341
C -4.356 -4.030 0.102  -0.545
H -1.091 0.151 -0.857  -0.012
H -1.591 1.544 0.091  -0.042
H -1.752 -0.086 0.784  0.421
H -3.279 1.037 -1.616  0.224
H -3.973 0.718 -0.011  0.385
H -5.220 -3.756 0.704  0.299
H -3.517 -4.246 0.764  0.181
H -4.578 -4.896 -0.516  0.225
C -0.783 4.614 -0.035  -0.216
C -2.018 5.224 -0.648  -0.139
O -2.778 6.008 0.317  -0.357
C -2.330 7.222 0.554  0.788
O -1.385 7.771 0.046  -0.568
O -3.114 7.789 1.490  -0.365
C -2.723 9.113 1.848  -0.503
H -1.048 4.022 0.844  0.264
H -0.335 3.955 -0.782  -0.308
H -0.065 5.381 0.259  0.213
H -2.706 4.451 -0.977  0.146
H -1.774 5.853 -1.501  0.278
H -2.648 9.747 0.967  0.288
H -1.760 9.107 2.359  0.165
H -3.501 9.475 2.515  0.209
C 2.232 -7.621 0.493  -1.070
C 0.725 -7.623 0.369  -0.351
O 0.116 -6.683 1.274  -0.308
C 0.128 -5.410 0.862  0.714
O 0.561 -5.016 -0.187  -0.567
O -0.435 -4.666 1.808  -0.361
C -0.516 -3.266 1.501  -0.647
H 2.531 -7.812 1.524  0.224
H 2.652 -8.407 -0.136  0.369
H 2.642 -6.665 0.172  0.339
H 0.305 -8.584 0.664  0.314
H 0.406 -7.392 -0.646  0.459
H -1.004 -3.110 0.540  0.235
H 0.477 -2.822 1.476  0.384
H -1.109 -2.830 2.299  0.266
C 2.664 8.836 0.271  -1.048
C 3.399 9.293 1.508  -0.196
O 2.500 9.364 2.636  -0.382
C 2.239 8.200 3.222  0.845
O 2.779 7.149 2.996  -0.571
O 1.327 8.407 4.175  -0.355
C 0.946 7.225 4.886  -0.628
H 1.802 9.476 0.083  0.289
H 3.320 8.876 -0.599  0.376
H 2.311 7.812 0.384  0.270
H 3.774 10.309 1.405  0.293
H 4.227 8.630 1.755  0.309
H 1.821 6.720 5.288  0.312
H 0.410 6.543 4.227  0.272
H 0.297 7.567 5.687  0.216
C -0.627 -9.869 4.298  -1.233
C 0.222 -8.620 4.357  0.277
O 1.142 -8.656 5.468  -0.382
C 2.248 -9.361 5.263  0.781
O 2.571 -9.905 4.238  -0.559
O 2.999 -9.289 6.363  -0.354
C 4.259 -9.958 6.262  -0.634
H -1.150 -10.019 5.243  0.331
H -1.368 -9.767 3.505  0.383
H -0.015 -10.746 4.088  0.309
H -0.381 -7.734 4.535  0.320
H 0.785 -8.474 3.436  -0.054
H 4.810 -9.609 5.391  0.302
H 4.113 -11.034 6.186  0.288
H 4.790 -9.710 7.176  0.214

Forces on atoms 1 to 6 (eV/Å):
C 0.006 -0.020 -0.149
P -0.146 0.106 -0.237
O 0.052 -0.067 0.122
C 0.042 0.145 -0.088
C 0.036 -0.280 0.173
C -0.087 -0.005 0.053

Properties
charge = -1


Entry from OMol25: a 2-piece molecular cluster, C3H2Cl2O overall in a non-equilibrium geometry (ωB97M-V/def2-TZVPD).

Last column: Mulliken charge in e.
Atoms and positions in Å:
C 0.244 -0.033 -0.143  -0.786
C 1.556 -0.350 -0.169  0.572
C 2.579 0.576 -0.098  0.163
O 1.949 2.596 -0.424  -0.357
Cl 2.075 -2.026 -0.278  -0.179
Cl 4.174 0.514 0.025  -0.065
H -0.518 -0.788 -0.191  0.301
H -0.021 1.007 -0.078  0.351

Forces on atoms 1 to 6 (eV/Å):
C -0.531 0.144 -0.068
C 0.707 0.094 -0.118
C -1.906 2.726 -0.442
O 0.940 -3.442 0.574
Cl -0.112 0.316 0.121
Cl 1.055 0.155 -0.057

Properties
charge = 0
2S+1 = 3
energy above the lowest of the compared OMol25 structures with the same formula, charge and spin = 296.24 kJ/mol


E_tot
In order: -87689.1030; -31361.2685; -46310.5888; -68503.3549; -72090.7212; -30228.3062
Unit: eV